{"formula": "C10H11NO", "method": "ωB97M-V with the def2-TZVPD basis set", "species": ["C", "C", "C", "C", "O", "C", "C", "C", "C", "C", "C", "N", "H", "H", "H", "H", "H", "H", "H", "H", "H", "H", "H"], "xyz": [[0.186, -2.981, -0.134], [-0.213, -1.534, -0.184], [-1.512, -1.139, -0.347], [-2.043, 0.221, -0.238], [-3.213, 0.487, -0.433], [-0.991, 1.196, 0.213], [-0.719, 1.180, 1.689], [-0.245, 1.886, -0.660], [1.153, 2.239, -0.475], [2.106, 1.292, -0.319], [1.771, -0.108, -0.477], [0.714, -0.586, 0.019], [1.115, -3.117, -0.685], [-0.587, -3.612, -0.562], [0.356, -3.293, 0.896], [-2.249, -1.892, -0.587], [-1.535, 1.693, 2.197], [0.214, 1.688, 1.920], [-0.677, 0.164, 2.070], [-0.622, 2.036, -1.667], [1.457, 3.261, -0.669], [3.150, 1.575, -0.359], [2.384, -0.657, -1.210]], "forces_ev_per_angstrom": [[-0.01, 0.06, -0.10], [-0.89, -0.57, -0.22], [0.27, -0.82, -0.20], [0.02, 0.44, -0.05], [0.14, -0.02, -0.02], [0.44, 0.32, 0.02], [0.04, -0.09, -0.11], [-0.76, -0.01, 0.05], [0.28, 0.01, 0.10], [0.17, 0.63, 0.14], [-0.18, -0.94, -0.21], [0.47, 1.19, 0.52], [0.08, -0.12, -0.03], [-0.04, -0.03, 0.01], [0.05, 0.03, 0.05], [-0.08, -0.10, 0.08], [-0.10, 0.06, 0.04], [0.02, 0.02, 0.03], [0.01, -0.10, 0.10], [-0.03, -0.09, -0.15], [0.17, 0.06, 0.06], [0.02, 0.04, -0.04], [-0.09, 0.02, -0.06]], "lowdin_charge": [-0.016, -0.312, 0.032, -0.382, 0.085, -0.222, -0.024, -0.069, -0.071, -0.068, -0.120, 0.092, 0.077, 0.080, 0.089, 0.113, 0.092, 0.081, 0.083, 0.127, 0.105, 0.098, 0.128], "e_above_lowest_kj_mol": 356.6, "smiles": "CC1=C/C(=O)/C(C)=C/C=C\\C=N\\1", "multiplicity": 1, "charge": 0, "molar_mass_g_mol": 161.2, "e_homo_ev": -8.18, "fmax_ev_per_a": 1.38}